This record from OMol25 describes a 5-piece molecular cluster, C30H50Cl8IN4O4 overall at a distorted geometry. The level of theory is wB97M-V/def2-TZVPD.

Each line ends with the Löwdin charge.
CARTESIAN COORDINATES (ANGSTROEM)
C -4.4874 1.9877 -2.0189  -0.0835
C -4.0300 0.5265 -1.9429  -0.2633
O -3.3478 0.0653 -3.0977  -0.1432
C -2.0864 0.6538 -3.2830  -0.1815
C -1.0703 0.0517 -2.2736  -0.1006
N -0.8960 0.9121 -1.0973  0.1344
C -0.5798 0.4435 0.0845  -0.2905
N -0.4139 -0.8668 0.3353  0.1962
C 0.5822 -1.2196 1.3939  -0.3361
C 1.9034 -1.6369 0.7269  -0.1057
C 2.8524 -2.3797 1.7200  -0.1535
C 3.7916 -1.3778 2.4479  -0.1426
C 3.4499 -1.1213 3.9097  -0.3513
C 4.3770 -0.3919 4.6463  -0.0919
C 4.1815 -0.1411 5.9828  -0.0937
C 3.0426 -0.5907 6.6301  -0.0915
C 2.1156 -1.2761 5.8867  -0.1087
C 2.2980 -1.5467 4.5441  -0.1554
O 0.8817 -0.1686 2.2505  -0.0025
C -0.2146 0.6935 2.4172  -0.3129
C -1.4620 0.0381 3.0550  -0.0933
C -1.7653 0.6483 4.4360  -0.7783
O -1.9832 -0.0344 5.3951  0.0237
I -1.8506 2.7996 4.7013  0.8492
N -0.4885 1.3522 1.1383  0.0512
C 0.3979 2.5018 0.8730  -0.0398
C 1.7896 2.1315 0.3359  -0.4385
O 1.9897 1.7328 -0.7940  0.0892
N 2.8566 2.3154 1.2430  -0.1119
C 4.1402 2.0813 0.5371  -0.0766
C 2.9018 3.7399 1.7071  -0.0450
H -3.6547 2.6919 -1.8745  0.0611
H -5.2083 2.1993 -1.2215  0.0852
H -4.9730 2.2190 -2.9784  0.0166
H -3.4799 0.3753 -0.9991  0.0996
H -4.9307 -0.0915 -1.8622  0.1269
H -1.7285 0.3986 -4.2831  0.1341
H -2.0813 1.7460 -3.1454  0.1197
H -1.4210 -0.9460 -1.9867  0.1294
H -0.0951 -0.1103 -2.7590  0.1365
H -1.0530 1.8968 -1.2466  0.1545
H -0.1440 -1.4032 -0.4813  0.1328
H 0.2391 -2.1119 1.9382  0.1017
H 2.3544 -0.7217 0.3225  0.1093
H 1.7443 -2.3300 -0.1133  0.1207
H 2.2668 -3.0108 2.3934  0.0913
H 3.4448 -3.0484 1.0853  0.1128
H 4.8262 -1.7313 2.3599  0.1158
H 3.7475 -0.4232 1.9112  0.0883
H 5.2655 -0.0247 4.1360  0.1190
H 4.9594 0.4095 6.5070  0.1088
H 2.9440 -0.3613 7.6855  0.1090
H 1.2144 -1.6290 6.3863  0.1129
H 1.5342 -2.0896 3.9979  0.1006
H 0.1236 1.4706 3.1098  0.1046
H -1.3649 -1.0385 3.2055  0.1159
H -2.3356 0.2758 2.4346  0.1246
H 0.4338 3.1148 1.7755  0.1155
H -0.0657 3.1525 0.1185  0.1366
H 4.2656 2.7955 -0.2855  0.1021
H 4.2114 1.0544 0.1715  0.0790
H 4.9584 2.2007 1.2547  0.0969
H 2.1974 4.3738 1.1463  0.0942
H 3.8838 4.1852 1.5557  0.0908
H 2.5948 3.8244 2.7562  0.0934
Cl 3.2130 -6.5786 3.8855  0.5339
C 4.8706 -5.9270 3.7928  -0.6601
C 5.1956 -5.0282 4.9593  -0.6081
Cl 4.2595 -3.5078 4.9062  0.7804
H 4.9720 -5.4012 2.8456  0.0624
H 5.5468 -6.7807 3.7847  0.0735
H 6.2506 -4.7568 4.9313  0.0760
H 4.9940 -5.5174 5.9100  0.0712
Cl -5.9003 0.9496 -5.7533  0.5561
C -5.7061 2.3583 -6.8313  -0.6572
C -4.6369 3.2996 -6.3419  -0.6999
Cl -5.1149 4.1303 -4.8353  0.5745
H -6.6693 2.8561 -6.9153  0.0735
H -5.4336 1.9729 -7.8129  0.0592
H -4.4565 4.0717 -7.0850  0.0078
H -3.7008 2.7797 -6.1569  0.0380
Cl -0.4457 -4.6754 1.2249  0.5797
C -2.0951 -4.9740 1.8428  -0.6320
C -3.1516 -4.3653 0.9563  -0.6382
Cl -3.1248 -2.5803 1.0084  0.5623
H -2.1506 -4.5850 2.8568  0.0735
H -2.2267 -6.0539 1.8827  0.0800
H -4.1394 -4.6771 1.2912  0.0794
H -3.0292 -4.6724 -0.0796  0.0720
Cl -1.8267 3.9854 -7.9889  0.5769
C -2.1956 3.0686 -9.4751  -0.6388
C -2.9030 3.9143 -10.5033  -0.6458
Cl -4.5565 4.3441 -9.9933  0.5681
H -2.7890 2.1998 -9.1974  0.0672
H -1.2450 2.7194 -9.8752  0.0742
H -2.9928 3.3596 -11.4360  0.0763
H -2.3618 4.8360 -10.7030  0.0716

For the LUMO energy, the calculation gives -0.075 hartree. The strongest force on any atom comes out at 2.03 eV/Å. The calculation puts the orbital gap at 8.64 eV. Its total charge is +1. The HOMO energy comes out at -10.686 eV.